(1)
DFT (ωB97M-V/def2-TZVPD) results for C31H52CsN2OPS3Se4 as an isolated structure.

Each line ends with the Mulliken charge.
Atoms and positions in Å:
Cs: -1.434777 1.699902 0.994768  0.955
C: 0.951566 -2.963642 -2.003184  -0.986
C: 0.766919 -2.052148 -3.222366  -0.898
S: -0.097138 -0.509099 -2.828782  0.087
C: -1.339096 -0.462011 -4.145940  -0.765
C: -2.342150 -1.617822 -4.203978  -0.817
S: -3.202642 -1.940953 -2.638779  -0.073
C: -2.964205 -3.730765 -2.506376  -0.719
C: -1.519750 -4.239989 -2.405596  -1.093
S: -0.551797 -3.435131 -1.102601  0.161
H: 1.544877 -2.454495 -1.240003  0.387
H: 1.489962 -3.866139 -2.298675  0.507
H: 0.215257 -2.568428 -4.009659  0.353
H: 1.749480 -1.799880 -3.629830  0.501
H: -0.832539 -0.380843 -5.109501  0.427
H: -1.859982 0.478909 -3.964086  0.273
H: -1.846816 -2.540897 -4.509347  0.345
H: -3.090085 -1.387926 -4.962533  0.519
H: -3.454164 -4.209172 -3.356932  0.446
H: -3.523958 -3.999851 -1.607868  0.345
H: -1.000572 -4.110088 -3.356612  0.405
H: -1.545698 -5.311456 -2.199987  0.502
Se: -4.529735 0.395855 4.412493  -0.577
Se: -3.631212 2.542711 4.266748  -0.223
Se: -5.009559 3.938993 2.960962  -0.222
Se: -3.918622 4.396079 0.947846  -0.703
C: 4.201526 2.155598 2.998227  -0.451
C: 4.122208 1.813858 1.648402  -0.335
C: 2.877095 1.516727 1.076747  -1.143
C: 1.647827 1.539297 1.778739  -0.092
C: 1.797131 1.893025 3.141093  0.041
C: 3.024126 2.191764 3.746703  -0.342
H: 5.157147 2.392428 3.455699  0.330
H: 5.030899 1.779615 1.047472  0.317
H: 2.880622 1.238993 0.012161  0.013
H: 0.909036 1.933516 3.784411  0.319
H: 3.066839 2.451824 4.803361  0.320
C: 0.664156 -4.646202 2.511951  -1.240
C: -0.642567 -4.238053 3.213319  0.739
C: -0.574415 -4.650563 4.685446  -1.622
P: -1.053090 -2.464671 2.763376  0.079
C: -0.444093 -1.352798 4.107693  1.282
C: 1.084183 -1.421313 4.197635  -1.656
C: -1.116833 -1.357412 5.482955  -1.333
C: -2.909264 -2.347755 2.922865  1.269
C: -3.534624 -2.645989 1.550409  -1.615
C: -3.608894 -3.178208 3.994997  -1.677
H: 0.847689 -5.723603 2.628666  0.458
H: 1.517964 -4.114038 2.945399  0.248
H: 0.631578 -4.414192 1.446813  0.096
H: -1.456608 -4.794978 2.736096  0.392
H: 0.245403 -4.136027 5.196611  0.229
H: -0.380895 -5.730909 4.759028  0.492
H: -1.496682 -4.437826 5.227286  0.256
H: -0.717949 -0.401669 3.657888  -0.098
H: 1.410101 -2.343081 4.698362  0.259
H: 1.467710 -0.572871 4.770595  0.435
H: 1.549499 -1.372170 3.208700  0.330
H: -1.009783 -2.314342 6.000290  0.174
H: -2.176620 -1.094197 5.414624  0.140
H: -0.648334 -0.587416 6.107780  0.453
H: -3.095413 -1.291045 3.154155  -0.279
H: -3.384018 -3.702165 1.278454  0.241
H: -3.087402 -2.033335 0.763399  0.294
H: -4.614905 -2.451637 1.568697  0.469
H: -3.526132 -4.252164 3.782309  0.331
H: -4.674885 -2.918869 4.014089  0.471
H: -3.214409 -2.986890 4.993599  0.283
C: 3.153763 1.957325 -2.953696  -0.951
C: 3.068708 3.406213 -2.494041  -1.285
N: 2.709107 4.348986 -3.566091  0.365
C: 3.837272 5.013380 -4.223664  -0.816
C: 4.120520 6.390090 -3.638092  -1.119
C: 1.474074 4.658573 -4.029996  0.466
O: 1.349838 5.505985 -4.905030  -0.741
C: 0.206148 4.007406 -3.487894  0.666
C: -0.985773 4.554082 -3.948054  -1.062
C: -2.199258 4.096040 -3.471312  -0.577
C: -2.197222 3.057343 -2.552596  -0.909
N: -1.076803 2.489681 -2.135394  -0.178
C: 0.093898 2.964209 -2.581720  0.034
H: 3.464405 1.314095 -2.125517  0.320
H: 3.885038 1.867109 -3.761736  0.462
H: 2.190124 1.595080 -3.316677  0.179
H: 4.045614 3.719719 -2.136940  0.386
H: 2.411461 3.523327 -1.641346  0.712
H: 3.624382 5.101297 -5.282038  0.442
H: 4.703297 4.364647 -4.102573  0.408
H: 3.259979 7.040211 -3.799660  0.293
H: 4.995312 6.839359 -4.117061  0.380
H: 4.310295 6.323173 -2.562527  0.292
H: -0.927904 5.372521 -4.651335  0.453
H: -3.132076 4.549163 -3.779787  0.442
H: -3.124130 2.684053 -2.122280  0.575
H: 0.951440 2.454963 -2.169623  0.744

Force components x, y, z for each atom (eV/Å):
-0.2829 -0.1046 0.3368
-0.1648 0.0735 -0.0259
0.0105 -0.0459 0.1239
-0.0380 -0.0101 0.0241
0.0108 -0.0589 0.1464
0.0682 0.0463 0.1092
0.0715 -0.0191 -0.0281
0.0903 0.0669 0.0616
-0.0500 0.0717 0.0053
-0.0133 0.0859 -0.0034
0.0155 -0.0105 -0.0357
0.0856 0.0221 -0.0343
0.0582 0.0092 0.0193
0.0044 -0.1113 0.0165
-0.0532 0.0435 -0.0729
-0.0093 0.0243 -0.0265
-0.0212 0.0497 -0.0177
0.0189 0.0185 -0.1176
-0.0266 -0.1033 0.0289
0.0448 -0.0107 -0.0119
-0.0407 -0.0283 0.0305
-0.0572 -0.0470 -0.0845
-0.1880 0.0451 -0.0628
0.1834 0.1507 0.0235
-0.0695 -0.0645 0.1057
0.1176 -0.0333 -0.3246
-0.2066 -0.0282 -0.1000
-0.2232 -0.0066 0.0805
0.0873 0.0351 0.1768
0.2285 0.0490 -0.1082
0.2245 0.0018 -0.0696
-0.0626 -0.0775 -0.1966
-0.0089 -0.0121 -0.0021
-0.0261 -0.0095 0.0109
-0.0098 0.0551 0.2229
0.1389 0.0344 -0.0894
-0.0096 -0.0056 -0.0524
-0.0267 -0.0210 0.0810
0.1817 -0.0057 0.0201
-0.0276 -0.0561 0.0358
-0.1987 -0.0758 -0.1288
-0.0111 -0.2103 0.2543
-0.0220 -0.0008 0.0171
0.0334 -0.0148 0.0473
0.2199 -0.3014 -0.2891
-0.0175 -0.0406 0.0989
-0.0431 0.0064 0.0317
-0.0153 0.0968 0.0068
-0.0743 -0.0324 -0.0386
-0.0089 -0.0074 0.0322
-0.0518 -0.0484 -0.0242
-0.1044 -0.0552 -0.0519
-0.0099 0.1104 0.0095
0.0653 0.0056 -0.0592
0.1278 0.4284 -0.1070
-0.0442 0.1154 -0.0719
-0.0183 -0.0558 -0.0088
-0.0489 0.0032 0.0677
0.0122 0.0402 -0.0136
0.1119 -0.0361 -0.0366
-0.0046 -0.0515 -0.0276
0.0103 -0.0125 -0.0029
-0.0191 0.0813 -0.0118
-0.0133 -0.0259 0.0193
0.1455 -0.0056 0.0359
-0.0036 0.0587 0.0359
0.1070 -0.0221 -0.0129
-0.0298 -0.0158 -0.0694
0.0808 -0.0155 -0.1118
0.0038 0.1324 -0.1563
0.3009 -0.3413 0.1388
-0.1077 0.0099 0.2117
-0.0266 0.0158 0.0735
-0.3319 -0.2456 0.3133
-0.0389 0.1966 -0.3410
0.4120 0.1332 0.0112
-0.3149 0.2715 -0.0226
0.0545 0.1113 -0.1474
-0.1585 0.0657 0.0024
0.3371 -0.0069 0.0237
-0.2310 -0.3561 0.3366
-0.0205 0.0964 -0.0693
-0.0235 -0.0365 0.0104
0.1726 -0.0643 -0.0714
0.1108 0.0790 0.0831
-0.1318 0.0358 0.1122
-0.0716 -0.0016 -0.1795
0.0674 -0.0715 -0.0088
0.0506 -0.0201 0.0184
-0.0502 -0.0261 0.0334
0.0003 0.0145 -0.0936
-0.0203 0.0033 -0.0351
0.0254 -0.0192 -0.0101
0.0631 0.0641 -0.0096
-0.2717 0.0282 -0.0101

The gap between HOMO and LUMO comes out at 3.57 eV. The total charge is -2. The LUMO energy comes out at 0.11101 Eh. Its total energy is -12558.99364 hartree. The calculation puts the energy above the lowest of the compared OMol25 structures with the same formula, charge and spin at 80.5 kJ/mol.

***

(2)
DFT (ωB97M-V/def2-TZVPD) results for one molecule with the formula C31H52O3.

Each line ends with the Mulliken charge.
Atoms and positions in Å:
C: 2.493508 5.462266 -0.438011  -1.274
C: 1.167713 4.883760 -0.008759  0.763
O: 0.315724 5.483717 0.587598  -0.545
O: 1.079222 3.596292 -0.370817  -0.509
C: -0.093024 2.898154 -0.028837  0.070
C: -1.276551 3.166206 -0.706171  0.674
C: -2.426984 2.460687 -0.352729  1.078
C: -2.358898 1.471506 0.628548  0.625
C: -1.160978 1.221506 1.310651  0.945
C: -0.020897 1.947261 0.986057  1.151
C: 1.264257 1.699403 1.715247  -1.417
H: 1.139615 1.893916 2.779891  0.378
H: 2.053239 2.340540 1.335008  0.282
H: 1.571192 0.661065 1.597105  0.039
C: -1.112385 0.189163 2.396947  -1.727
H: -0.732181 0.624196 3.319895  0.554
H: -0.451633 -0.630188 2.114727  -0.071
H: -2.105863 -0.204693 2.581332  0.334
O: -3.428201 0.710558 0.993903  -0.750
C: -4.554123 0.685455 0.120977  1.586
C: -5.692593 0.074766 0.939025  -2.201
H: -5.966786 0.747492 1.747838  0.494
H: -6.560605 -0.093690 0.308200  0.355
H: -5.375550 -0.866870 1.376110  0.405
C: -4.900395 2.131486 -0.260266  -1.320
C: -3.743768 2.786891 -1.007309  -1.380
H: -3.883814 3.870139 -1.009748  0.598
H: -3.737057 2.460502 -2.052281  0.345
H: -5.810188 2.155231 -0.860873  0.386
H: -5.086393 2.682467 0.664713  0.435
C: -4.253764 -0.142162 -1.146533  -1.067
C: -4.055861 -1.646912 -0.946728  -1.241
H: -4.950405 -2.083820 -0.503571  0.286
H: -3.931117 -2.094056 -1.937380  0.413
C: -2.824469 -1.969569 -0.103163  0.152
H: -3.002913 -1.673137 0.929679  -0.056
H: -1.994030 -1.367686 -0.476291  -0.031
C: -2.421600 -3.446746 -0.129765  0.725
C: -3.435001 -4.302006 0.629486  -1.910
H: -3.484392 -3.992412 1.671584  0.330
H: -3.149830 -5.351536 0.598036  0.493
H: -4.426511 -4.209773 0.194139  0.439
C: -1.023483 -3.635204 0.476246  -1.036
C: 0.106294 -3.172292 -0.441887  -0.246
C: 1.480413 -3.404471 0.184622  -0.797
H: 1.560415 -4.444269 0.511722  0.354
H: 1.564954 -2.776433 1.074042  0.209
C: 2.639587 -3.095473 -0.771312  1.165
C: 2.805103 -4.215024 -1.798702  -1.785
H: 3.087351 -5.142295 -1.303643  0.345
H: 3.580743 -3.961213 -2.518098  0.460
H: 1.882024 -4.386223 -2.346022  0.386
C: 3.956853 -2.915486 -0.003047  -1.317
C: 4.121540 -1.565093 0.696742  -0.436
H: 3.273715 -1.377901 1.359063  0.124
C: 4.267613 -0.398996 -0.281715  -0.719
H: 3.299081 -0.195158 -0.742168  0.210
H: 4.959369 -0.681066 -1.079098  0.469
C: 4.773280 0.890350 0.377791  1.052
C: 4.491724 2.087966 -0.528784  -1.540
H: 4.860468 3.005118 -0.073718  0.460
H: 4.990462 1.958802 -1.487539  0.395
H: 3.424637 2.196502 -0.709050  0.172
C: 6.268492 0.816251 0.679838  -1.681
H: 6.602523 1.728673 1.169338  0.437
H: 6.498879 -0.020413 1.334310  0.395
H: 6.834183 0.696109 -0.242087  0.352
H: 4.234980 1.032491 1.321360  0.019
H: 5.013697 -1.622629 1.323379  0.491
H: 4.789795 -3.036714 -0.699909  0.404
H: 4.035917 -3.714046 0.739372  0.336
H: 2.412709 -2.168982 -1.307153  -0.035
H: 0.032957 -3.718018 -1.384435  0.234
H: -0.001646 -2.109380 -0.667358  0.209
H: -0.970860 -3.097720 1.425938  0.197
H: -0.873953 -4.696206 0.692057  0.534
H: -2.393518 -3.787378 -1.171701  0.501
H: -5.080205 0.014167 -1.843949  0.495
H: -3.345259 0.254491 -1.603978  0.400
C: -1.315253 4.202259 -1.789839  -2.322
H: -1.963367 3.889648 -2.605119  0.530
H: -0.319117 4.377049 -2.190293  0.394
H: -1.689155 5.145923 -1.391689  0.350
H: 2.909178 4.892837 -1.263498  0.298
H: 3.179074 5.415523 0.406144  0.289
H: 2.362136 6.504588 -0.713631  0.413

Force components x, y, z for each atom (eV/Å):
-0.2028 -0.0656 -0.0278
0.2233 0.7151 0.1574
0.0144 -0.1110 -0.0373
-0.1885 -0.6562 -0.1885
-0.4414 -0.0702 0.1771
0.4130 -0.0786 0.0824
-0.1252 -0.0963 0.0196
0.5475 0.2171 -0.0661
-0.2280 -0.0083 -0.0886
0.0516 0.2463 -0.2780
-0.0472 0.0859 -0.0370
0.0577 -0.0301 0.0928
0.0881 -0.0325 0.0358
0.1052 -0.1120 0.0491
-0.0855 0.0648 -0.0617
0.0513 -0.0302 0.1052
0.0630 -0.1444 0.0495
0.0194 -0.1000 0.0786
0.0271 0.0521 0.2184
-0.7313 0.0881 -0.3969
0.4447 0.1935 -0.1204
-0.0342 0.0665 0.0752
-0.1143 -0.0432 -0.0761
-0.0130 -0.1658 0.0434
0.2452 -0.1162 0.0205
-0.1137 -0.0703 0.0540
-0.0034 -0.0130 -0.0998
-0.0040 0.0684 -0.0147
-0.0442 -0.0178 0.0307
-0.0657 -0.0273 0.0244
0.0116 -0.1210 0.3017
0.1707 0.2767 0.0923
-0.0757 -0.0916 -0.0369
-0.0508 -0.0665 0.0037
-0.1066 -0.3623 -0.2680
0.0968 0.0287 0.0947
0.0688 0.1335 0.0512
0.0478 0.0426 0.3795
0.1082 0.0932 -0.2880
-0.0247 0.0371 0.1626
-0.0096 -0.1209 0.0303
-0.1695 -0.0299 0.0198
-0.0995 0.0465 -0.4877
0.0531 -0.1613 0.3986
-0.0383 0.3122 -0.3783
0.0505 -0.0716 0.0828
-0.0070 -0.0064 0.1282
0.1908 -0.2815 0.1799
-0.1201 0.2813 0.0476
0.0460 -0.1368 0.0576
0.0809 -0.0228 -0.0945
-0.0824 -0.0936 -0.1049
-0.1950 0.2124 0.0166
0.1146 -0.1219 -0.2856
-0.0209 0.0417 0.1161
-0.0955 0.0700 0.4660
-0.0317 -0.0012 -0.1212
0.0323 0.0031 -0.1421
0.0829 0.0223 -0.3165
-0.0361 -0.1704 0.2802
0.0360 0.1610 -0.0040
0.0715 0.0046 -0.1479
-0.1284 0.0611 -0.0650
-0.2800 -0.0263 0.1270
0.0950 0.0756 0.0528
0.1096 -0.0818 0.0709
0.0898 -0.0115 -0.1248
-0.0317 -0.0118 0.0022
-0.0140 0.0381 0.0999
0.0887 -0.0572 0.0017
0.0358 -0.1188 -0.0241
-0.0227 0.0470 -0.0083
-0.0285 0.0229 -0.0969
0.0071 0.0564 -0.0863
-0.0028 0.0018 0.1469
0.0270 -0.0451 0.0879
0.0265 0.0069 -0.0296
0.0038 0.1112 -0.0466
-0.0156 0.0687 -0.1180
-0.0082 -0.0057 0.0837
-0.0287 0.0221 -0.0727
-0.0149 0.0300 -0.0565
-0.0263 0.0945 -0.0481
0.0798 0.0010 -0.0254
0.0558 -0.0200 0.0520
-0.0252 0.0252 0.0221

The structure (SMILES) is CC(=O)Oc1c(C)c(C)c2c(c1C)CC[C@@](C)(CCC[C@H](C)CCC[C@H](C)CCCC(C)C)O2. The gap between HOMO and LUMO comes out at 8.80 eV. The LUMO energy comes out at 0.02699 Eh. Its total energy is -1438.21358 hartree. The calculation puts the energy above the lowest of the compared OMol25 structures with the same formula, charge and spin at 9.5 kJ/mol.